Record 1
Computed, not measured: a cluster of 10 separate species, C40H54N2O24S2 in total, with wB97M-V/def2-TZVPD.

Structure (XYZ):
```
122
Properties=species:S:1:pos:R:3:forces:R:3
C 2.446817 3.003338 3.060752 -1.0933 0.4366 0.6950
C 2.729267 4.413593 3.550621 0.1635 0.6883 -1.0862
O 4.091000 4.347126 3.961769 1.8894 0.3208 0.3472
S 4.946357 3.456310 2.893972 -2.8893 0.6373 -0.7225
O 6.067563 2.781909 3.444720 -0.5283 0.3883 0.3317
O 5.060772 4.194437 1.669716 0.4046 -0.2469 0.7980
O 3.703654 2.445787 2.725536 1.1260 -0.7415 -0.1750
H 1.790435 3.053359 2.197117 0.1322 -0.3647 -0.0789
H 1.995117 2.432144 3.872534 0.0953 -0.3595 -0.2254
H 2.120463 4.847146 4.338403 0.1436 -0.6976 0.4346
H 2.599789 5.115143 2.718398 0.4707 -0.0071 -0.0749
C 2.179392 -3.176801 4.568383 -0.1181 -0.1128 -1.3625
C 1.416884 -3.358826 5.831622 0.6873 -0.8401 1.6950
O 0.571101 -2.245480 6.022620 -0.2329 1.2962 -1.0721
S 0.267422 -1.502839 4.591615 -0.9472 -0.6175 0.2017
O 0.750951 -0.155726 4.588847 0.2796 -0.9934 0.1664
O -1.113197 -1.710902 4.245821 1.3775 -0.0580 0.1265
O 1.197865 -2.504773 3.720758 -0.0210 0.5192 0.1989
H 2.439815 -4.139678 4.128426 -0.4782 -0.0070 -0.2284
H 3.129364 -2.643732 4.556984 -0.3029 0.6020 0.5356
H 2.091301 -3.426243 6.689104 -0.0629 0.1843 -0.0003
H 0.831573 -4.279530 5.849095 -0.1770 0.1078 -0.3558
C -4.612200 -1.692549 -1.461245 -0.8785 -0.2274 -0.3580
C -3.656123 -2.563255 -0.982293 0.9604 1.1810 -0.1187
C -3.990622 -3.714313 -0.339553 0.4420 -0.8296 0.3434
C -5.319396 -4.061481 -0.205566 -0.4338 0.4571 0.0257
C -6.323946 -3.280863 -0.749540 0.5670 0.8623 -0.5105
C -5.938295 -2.089761 -1.403937 -0.7487 -0.5747 0.7032
N -5.672156 -5.207625 0.616592 0.8316 -1.4724 0.3282
O -6.794072 -5.654941 0.579591 -0.6547 0.4213 -0.1935
O -4.778973 -5.733399 1.273220 -0.0955 0.5349 -0.2101
H -4.394268 -0.720209 -1.876207 0.2327 -0.0881 -0.1001
H -2.609603 -2.280649 -1.005629 -0.0085 -0.0656 -0.1242
H -3.177107 -4.308557 0.052723 -0.2987 -0.1739 0.2479
H -7.368695 -3.530660 -0.648073 0.0344 -0.1546 0.0685
H -6.733185 -1.447145 -1.757390 0.1220 0.1061 -0.1302
C -1.012979 0.330280 -5.306138 -0.0474 0.6518 0.3253
C 0.111838 0.871093 -4.707010 0.0886 0.0399 1.0219
C -0.016323 1.803426 -3.673726 0.8015 0.2706 -0.0102
C -1.224874 2.388638 -3.421820 -0.1053 -0.4459 -1.0910
C -2.351230 1.940996 -4.118538 -0.8383 0.5502 0.7983
C -2.279135 0.870272 -4.969492 1.3095 -0.8743 -0.7356
N -1.314304 3.553788 -2.550944 -1.6615 0.0822 1.2146
O -2.156486 4.383967 -2.839893 0.2178 0.0957 -0.5488
O -0.720593 3.579993 -1.487288 0.8653 -0.4111 -0.4150
H -0.875183 -0.469393 -6.020463 -0.2940 0.0179 -0.1195
H 1.140487 0.597460 -4.903146 -0.1904 -0.4994 -0.3591
H 0.855495 2.100610 -3.102998 0.0135 0.1351 -0.1126
H -3.318043 2.387859 -3.922791 0.0727 0.1108 0.0540
H -3.149726 0.442379 -5.444780 -0.1907 0.2112 0.1130
O -0.763417 3.346478 2.936012 1.0109 0.0364 -0.2593
C -0.968089 4.255677 3.681836 -1.8939 -0.1652 0.7815
O -0.353227 4.426579 4.866926 0.5414 -2.1838 0.0421
C -0.974576 5.421143 5.688564 1.3864 1.9765 -1.8351
C -2.339486 5.625987 5.084004 -1.3463 -1.4921 0.2002
C -2.116436 5.234014 3.609103 -0.0871 1.6099 0.2034
H -0.289298 6.214157 5.335564 -0.6884 0.8944 1.3175
H -0.866329 5.236951 6.752082 -0.0950 -0.3757 -0.1464
H -2.902538 6.526407 5.319125 0.6805 0.5022 -0.3376
H -3.024471 4.871680 5.494752 0.2252 -0.2138 0.0905
H -1.818959 6.127179 3.048078 0.2511 -0.1070 -0.0844
H -3.001736 4.870855 3.097782 0.1269 -0.3828 0.0847
O 2.151908 2.004867 0.031813 -0.0794 -0.3005 0.1151
C 1.384044 1.080451 0.000074 -0.7848 0.6769 0.0541
O 1.291286 0.268644 -1.055091 0.2616 -0.2135 -0.8022
C 0.580212 -0.927921 -0.698320 0.2389 -0.4951 -0.7388
C -0.359851 -0.585029 0.419447 -0.0419 1.2558 1.0643
C 0.269088 0.717843 0.977181 0.8778 -0.0373 0.2621
H 1.376292 -1.612704 -0.399118 -0.3735 -0.3354 0.1987
H 0.072190 -1.352327 -1.560459 0.2211 0.2582 -0.1944
H -0.464546 -1.423417 1.104465 0.0369 0.1762 0.1880
H -1.356231 -0.224779 0.156463 -0.0855 -0.7707 -0.7036
H 0.701618 0.706839 1.978523 -0.2947 -0.1371 0.0969
H -0.429513 1.550499 0.901272 0.0520 0.0611 0.2940
O 4.734368 -2.183518 -6.819802 -0.1910 0.5657 0.2272
C 4.160888 -1.966620 -5.792182 0.5350 -1.1345 -0.1454
O 3.191313 -2.853549 -5.379217 -0.4157 -0.3890 -0.3586
C 2.516672 -2.417875 -4.219268 -0.3840 1.3231 0.5567
C 3.465299 -1.389998 -3.608378 -0.2094 1.3781 1.1667
C 4.414916 -0.945198 -4.707768 0.0153 -0.2926 -0.3679
H 2.171323 -3.186965 -3.526461 0.8352 -0.5659 -0.2629
H 1.556706 -1.931292 -4.441500 0.1810 0.0751 -0.6214
H 3.985445 -1.727463 -2.712232 0.1275 -0.4102 -0.2603
H 2.936188 -0.494362 -3.269418 -0.2971 -0.2598 0.1537
H 5.466471 -0.942726 -4.422791 0.0048 -0.2302 -0.0247
H 4.241462 0.064303 -5.082543 -0.2551 -0.0660 -0.0459
O -0.535696 -3.643100 -0.828760 0.7518 0.1158 -0.8620
C -0.676511 -4.191730 -1.897493 -1.9937 -0.2158 1.6370
O -0.526820 -3.612675 -3.095014 0.3773 0.6422 0.4917
C -0.852971 -4.561800 -4.117598 -0.3490 -0.1160 -0.3242
C -1.899699 -5.474844 -3.469704 0.4208 -0.6274 0.2827
C -1.341793 -5.552298 -2.050669 0.7414 -0.2995 -0.5704
H 0.108518 -5.030344 -4.345478 -0.3757 -0.4768 -0.3106
H -1.222437 -4.028512 -4.991111 0.1144 0.1150 0.0888
H -1.979249 -6.456691 -3.934109 0.1303 0.0720 -0.1547
H -2.909334 -5.066218 -3.420605 0.1455 0.4090 -0.3203
H -0.541441 -6.297158 -1.985305 -0.0510 -0.0938 -0.0491
H -2.063357 -5.793319 -1.276919 0.0619 0.3365 0.1177
O -5.099882 1.457849 -1.609741 -0.0169 -0.0279 -0.3598
C -4.602356 1.563435 -0.529667 -0.0925 0.2460 1.1518
O -5.047911 0.842843 0.541464 -0.3499 0.5555 -0.5836
C -4.201032 1.024066 1.693292 0.5271 -0.8916 -1.0001
C -3.352192 2.264614 1.423681 -0.5939 -0.3661 0.1132
C -3.454966 2.473572 -0.096764 -0.2998 -0.3775 0.7227
H -3.577391 0.125754 1.646179 0.1231 0.0631 0.6147
H -4.805260 1.009837 2.595724 -0.0427 0.1668 -0.0674
H -2.365270 2.087802 1.836625 0.0954 0.4326 -0.1175
H -3.831228 3.123309 1.893466 0.2841 0.0121 0.2290
H -2.572024 2.195200 -0.668204 0.0817 0.2059 0.0451
H -3.727915 3.517488 -0.226954 0.1642 -0.0640 -0.7905
O 6.956243 0.254395 -2.392453 -0.2765 0.2340 0.0853
C 6.476620 0.395035 -1.298690 0.9764 -0.4400 -0.3515
O 7.254433 0.285924 -0.191457 -0.3719 0.2884 0.5018
C 6.468224 0.354589 1.039072 -0.2581 -0.3880 -0.5785
C 5.054067 0.733916 0.575503 0.1284 1.1515 0.3950
C 5.051933 0.547647 -0.918053 -1.4023 -0.3822 0.2245
H 6.883117 1.105181 1.704893 0.2127 0.0009 -0.1273
H 6.544576 -0.620691 1.519697 -0.0495 -0.0529 -0.0458
H 4.945887 1.807992 0.714510 0.0109 -0.0116 0.1622
H 4.187100 0.325866 1.089157 0.3233 -0.4436 0.1349
H 4.472650 1.360640 -1.353141 0.4987 0.0622 -0.4908
H 4.510312 -0.354091 -1.214350 0.2353 -0.1117 -0.0579
```
Forces are in eV/Å.

Values from the calculation:
SMILES string: O=[N+]([O-])c1ccccc1.O=[N+]([O-])c1ccccc1.O=S1(=O)OCCO1.O=S1(=O)OCCO1.O=C1CCCO1.O=C1CCCO1.O=C1CCCO1.O=C1CCCO1.O=C1CCCO1.O=C1CCCO1
Total energy: -116139.0306 eV
HOMO: -9.930 eV
Total charge: 0
M: 1011.00 g mol⁻¹

Atom charges from the Mulliken analysis, given in e for atoms 1 to 4:
1 C 0.409
2 C -0.150
3 O -0.429
4 S 1.022

Record 2
Computed, not measured: a cluster of 9 separate species, C40H54O14S4 in total, with wB97M-V/def2-TZVPD.

Structure (XYZ):
```
112
Properties=species:S:1:pos:R:3:forces:R:3
C 6.240448 3.000780 2.856012 -0.8471 -0.7464 -0.5085
C 6.410513 1.682543 2.105247 0.1534 0.0585 -0.5353
O 5.175474 1.541064 1.382485 -1.6149 0.9684 0.2735
S 3.925476 2.123354 2.294909 1.1779 -0.5497 0.8262
O 3.344410 0.997296 2.951355 0.0464 0.3856 -0.1347
O 3.078183 3.075764 1.658572 0.7856 -0.5456 -0.3659
O 4.887838 2.891319 3.339386 -0.6818 -0.1157 -0.0733
H 6.253029 3.804588 2.119878 0.4022 0.2814 0.3013
H 6.848185 3.140896 3.740900 0.2824 0.0995 -0.1872
H 6.548640 0.798927 2.728386 0.0756 0.1464 0.1831
H 7.148890 1.727853 1.306271 0.2737 -0.0047 0.3135
C -1.869063 0.116219 -4.851360 -0.7122 0.6835 -0.4128
C -0.566033 0.916336 -5.076290 -0.7500 -0.0750 1.4135
O 0.263137 0.092131 -5.872705 0.0090 -1.3431 -1.3095
S -0.207954 -1.478887 -5.903997 0.3258 0.6685 0.9180
O 0.799795 -2.242504 -5.219441 -0.9472 0.4520 -0.6402
O -0.658600 -1.904742 -7.203726 0.3375 0.8630 1.3314
O -1.422263 -1.223382 -4.868134 0.4270 -1.3975 -0.6801
H -2.682621 0.289178 -5.568094 0.5608 -0.1195 -0.5981
H -2.410442 0.250463 -3.917777 0.8370 0.2416 0.3796
H -0.088152 1.020780 -4.097867 0.0536 0.2059 -0.0957
H -0.686454 1.891897 -5.538766 -0.1037 -0.1442 -0.1955
O -2.996728 -4.534928 -2.678989 -0.5517 0.5961 1.0212
S -3.939236 -4.039397 -1.700060 0.4800 -0.3272 -2.5109
O -3.533851 -3.806090 -0.345007 -0.3248 0.2790 -0.2558
O -4.570123 -2.696586 -2.409817 0.7006 -1.2086 1.1574
C -4.987794 -1.651726 -1.531095 -0.6141 1.1108 0.9401
C -3.856482 -0.668366 -1.296982 0.3521 -0.0418 -0.9966
C -5.342569 -5.137418 -1.791060 0.2675 0.4267 0.8364
H -5.383901 -2.014397 -0.577087 0.0731 -0.3826 -0.1845
H -5.819877 -1.172010 -2.051325 0.0730 0.0100 -0.0062
H -4.044873 0.246482 -0.739254 -0.6062 -0.2224 0.1894
H -3.606433 -0.325364 -2.302724 0.5012 -0.0094 0.1420
H -2.987928 -1.140882 -0.840854 -0.0475 -0.0936 -0.0988
H -4.942954 -6.137530 -1.922904 0.0001 -0.0307 -0.0297
H -5.963244 -4.827400 -2.623158 -0.0220 -0.0567 -0.0268
H -5.839008 -5.047991 -0.825029 -0.2948 -0.1103 -0.1933
O -0.887815 0.202710 -1.786794 0.4226 0.2623 0.4468
S 0.185926 -0.478755 -1.112246 -1.0955 -1.9180 -0.1395
O 1.552568 -0.153176 -1.398013 -0.2887 0.0500 0.3279
O -0.125947 -0.441493 0.481022 0.4419 0.9045 -1.0700
C 0.984598 -0.231542 1.382977 0.9531 -0.6388 0.0043
C 1.386661 -1.528663 2.024081 -0.2170 -0.3801 1.6454
C -0.071947 -2.266468 -1.366101 0.2494 1.2588 0.3811
H 0.707248 0.485519 2.153004 -0.4262 0.0038 -0.1451
H 1.871740 0.168556 0.891111 -0.3876 0.1915 -0.4567
H 1.781149 -2.367893 1.452348 -0.0639 0.4066 -0.6405
H 0.559875 -1.920674 2.627017 -0.1061 -0.0292 -0.1893
H 2.154738 -1.294961 2.766548 0.0740 0.0308 -0.1165
H 0.103472 -2.476094 -2.418179 0.2614 -0.1102 0.0405
H -1.088350 -2.540409 -1.094778 -0.0449 0.1903 0.0570
H 0.628785 -2.699227 -0.655579 0.1181 -0.4059 -0.3610
C -3.674015 0.732641 2.003599 0.2959 -0.4060 0.4501
C -4.400178 0.891976 3.187886 0.1092 0.1857 -1.1895
C -4.158488 2.014110 3.962351 0.0328 0.1764 0.9695
C -3.228785 2.972599 3.582340 0.6125 -0.6796 -0.6854
C -2.471186 2.755357 2.426046 0.0665 0.2512 1.2226
C -2.627273 1.585346 1.704306 -0.0631 0.8895 -0.7923
H -3.830803 -0.102427 1.335525 -0.1479 -0.2033 0.2731
H -5.162857 0.157709 3.406219 -0.0248 0.0936 0.3537
H -4.611216 2.111263 4.943676 -0.2891 0.0220 -0.1624
H -2.923392 3.808464 4.196353 -0.5117 0.0739 0.1852
H -1.697532 3.496405 2.258944 0.1153 -0.2462 -0.5128
H -1.983361 1.415947 0.846875 -0.1219 -0.1819 -0.0354
C -4.925867 3.208864 -5.095189 -0.1127 0.8901 -0.9005
C -5.507862 2.502511 -4.065563 -0.4247 0.0434 -0.1628
C -4.798136 2.229027 -2.910387 1.0824 -0.6909 -0.3272
C -3.425820 2.552873 -2.855188 -1.0378 0.7369 -0.1851
C -2.886190 3.319918 -3.888943 0.4697 -0.2686 -0.5854
C -3.621973 3.654100 -5.031810 0.0079 -0.0390 1.3770
H -5.543683 3.517707 -5.933102 0.0341 -0.2268 -0.0405
H -6.539910 2.233529 -4.258558 -0.0320 -0.2308 0.6094
H -5.205074 1.618635 -2.116198 -0.2679 0.2139 0.0561
H -2.876459 2.296350 -1.958793 0.3119 -0.0090 -0.1488
H -1.850928 3.641826 -3.925707 -0.0033 -0.1272 0.6039
H -3.190191 4.368287 -5.718341 -0.0707 -0.2859 -0.3869
C 1.641508 2.870840 -1.273358 0.9028 -0.0575 0.8488
C 1.788518 3.625601 -2.418809 -1.3231 0.3388 -0.7822
C 0.736633 4.478935 -2.766088 0.1103 0.3211 -0.2086
C -0.387609 4.618226 -1.970341 -0.4848 -0.1136 0.6121
C -0.504420 3.878726 -0.802926 0.7535 -0.8085 0.0505
C 0.538423 3.009232 -0.454939 -0.8179 0.7263 0.0353
H 2.418662 2.234493 -0.871150 0.1557 -0.0971 -0.5022
H 2.563849 3.553602 -3.168696 0.4654 -0.2783 0.4746
H 0.807643 5.064298 -3.676472 0.0383 -0.0183 -0.0045
H -1.224678 5.272562 -2.185387 0.2602 0.1410 -0.4428
H -1.394360 3.919675 -0.188517 -0.0025 0.2132 0.0351
H 0.509997 2.492963 0.496958 -0.0542 -0.1688 -0.0803
C 4.823417 -2.123934 1.018882 -0.3393 0.6414 0.2615
C 4.645233 -2.814883 -0.179033 -0.3189 0.0092 0.9482
C 4.281736 -4.151595 -0.089674 -0.4666 -0.1646 -0.6557
C 3.996887 -4.766287 1.124097 0.5788 0.1886 -0.4596
C 4.119765 -4.026720 2.283973 0.4509 -0.0409 0.8811
C 4.564450 -2.712339 2.257031 0.4391 -0.4194 -0.8992
H 5.057420 -1.063912 1.018733 0.2128 -0.0686 -0.2041
H 4.711604 -2.296382 -1.124076 0.2255 -0.1150 -0.0878
H 4.136000 -4.730136 -0.995943 0.1351 0.0458 -0.0187
H 3.819806 -5.833105 1.101151 -0.3631 0.0468 0.3162
H 3.980244 -4.451115 3.270147 -0.1600 -0.3197 -0.1820
H 4.809484 -2.211981 3.183740 -0.3453 0.2289 -0.0040
C 4.452158 -1.592399 6.417489 -0.0896 0.0849 0.2932
C 4.222016 -2.873235 5.928462 0.4001 0.8628 -0.2286
C 2.978407 -3.141778 5.394831 -0.8948 -1.1109 0.6150
C 1.927405 -2.247409 5.530223 0.0466 0.9035 -0.2578
C 2.152440 -0.986906 6.063273 0.5154 0.5366 0.1270
C 3.438858 -0.637403 6.469444 0.5520 -0.5847 -0.1092
H 5.422189 -1.327830 6.822584 0.0653 -0.0523 -0.1510
H 5.065322 -3.550941 5.897449 -0.2502 -0.3099 -0.0578
H 2.717619 -4.133213 5.041332 0.2722 0.0346 -0.2281
H 0.938264 -2.423901 5.128241 0.0512 -0.4652 0.0860
H 1.356358 -0.257581 6.140627 -0.0748 -0.0639 -0.0897
H 3.769796 0.337116 6.804089 -0.6449 0.1838 0.1125
```
Forces are in eV/Å.

Values from the calculation:
SMILES string: CCOS(C)(=O)=O.CCOS(C)(=O)=O.O=S1(=O)OCCO1.O=S1(=O)OCCO1.c1ccccc1.c1ccccc1.c1ccccc1.c1ccccc1.c1ccccc1
Total energy: -114357.8465 eV
HOMO: -9.023 eV
Total charge: 0
M: 887.13 g mol⁻¹

Atom charges from the Mulliken analysis, given in e for atoms 1 to 4:
1 C -0.407
2 C -0.254
3 O -0.264
4 S 0.903